(1)
{
  "formula": "C48H122N6O16",
  "method": "the ωB97M-V functional and the def2-TZVPD basis",
  "species": ["C", "O", "C", "C", "N", "C", "C", "O", "C", "H", "H", "H", "H", "H", "H", "H", "H", "H", "H", "H", "H", "H", "H", "H", "C", "O", "C", "C", "N", "C", "C", "O", "C", "H", "H", "H", "H", "H", "H", "H", "H", "H", "H", "H", "H", "H", "H", "H", "C", "O", "C", "C", "N", "C", "C", "O", "C", "H", "H", "H", "H", "H", "H", "H", "H", "H", "H", "H", "H", "H", "H", "H", "C", "O", "C", "C", "N", "C", "C", "O", "C", "H", "H", "H", "H", "H", "H", "H", "H", "H", "H", "H", "H", "H", "H", "H", "C", "O", "C", "C", "N", "C", "C", "O", "C", "H", "H", "H", "H", "H", "H", "H", "H", "H", "H", "H", "H", "H", "H", "H", "C", "O", "C", "C", "N", "C", "C", "O", "C", "H", "H", "H", "H", "H", "H", "H", "H", "H", "H", "H", "H", "H", "H", "H", "C", "C", "C", "O", "H", "H", "H", "H", "H", "H", "H", "H", "C", "C", "C", "O", "H", "H", "H", "H", "H", "H", "H", "H", "C", "C", "C", "O", "H", "H", "H", "H", "H", "H", "H", "H", "C", "C", "C", "O", "H", "H", "H", "H", "H", "H", "H", "H"],
  "coordinates": [[-0.953, 1.651, -5.960], [-1.626, 0.419, -5.992], [-0.778, -0.735, -5.698], [-1.443, -2.022, -6.240], [-0.555, -3.117, -5.867], [-1.293, -4.351, -5.924], [-1.168, -4.874, -7.329], [-1.971, -6.010, -7.497], [-1.710, -6.657, -8.739], [-0.069, 1.747, -6.563], [-0.676, 1.921, -4.949], [-1.589, 2.425, -6.363], [-0.690, -0.881, -4.628], [0.253, -0.556, -6.088], [-1.493, -1.966, -7.355], [-2.486, -2.220, -5.867], [-0.326, -2.970, -4.902], [-2.359, -4.307, -5.655], [-0.819, -5.044, -5.251], [-0.109, -5.150, -7.516], [-1.516, -4.084, -8.062], [-1.668, -5.936, -9.534], [-2.505, -7.403, -8.904], [-0.814, -7.271, -8.716], [-2.698, -2.562, 0.514], [-2.376, -1.373, -0.143], [-2.437, -1.350, -1.527], [-1.875, -0.035, -2.083], [-0.447, 0.048, -1.764], [-0.130, 0.778, -0.536], [1.202, 0.269, -0.072], [2.162, 0.400, -1.179], [3.364, -0.344, -0.929], [-2.888, -2.222, 1.520], [-1.791, -3.226, 0.469], [-3.603, -2.982, 0.065], [-3.446, -1.556, -1.871], [-1.778, -2.045, -1.993], [-2.367, 0.862, -1.819], [-2.023, -0.113, -3.171], [0.088, 0.487, -2.550], [-0.874, 0.472, 0.221], [-0.190, 1.847, -0.694], [1.069, -0.759, 0.229], [1.482, 0.821, 0.797], [3.161, -1.417, -0.697], [3.819, 0.169, -0.094], [4.010, -0.208, -1.795], [4.930, 6.957, 6.276], [4.790, 5.591, 5.779], [4.606, 5.591, 4.367], [4.445, 4.161, 4.007], [3.919, 4.096, 2.634], [4.189, 2.946, 1.797], [3.939, 3.208, 0.338], [2.574, 3.359, 0.147], [2.188, 4.042, -1.050], [4.969, 6.985, 7.383], [4.103, 7.634, 5.962], [5.857, 7.432, 6.013], [5.538, 5.980, 3.846], [3.788, 6.288, 4.131], [3.739, 3.805, 4.763], [5.427, 3.654, 4.106], [2.915, 4.255, 2.698], [3.704, 2.025, 2.144], [5.273, 2.726, 1.907], [4.446, 2.438, -0.270], [4.401, 4.228, 0.135], [2.591, 5.028, -1.151], [1.113, 4.105, -1.059], [2.542, 3.395, -1.933], [-0.566, -1.617, 3.542], [0.456, -0.699, 3.586], [1.673, -1.237, 4.046], [2.684, -0.129, 4.259], [3.897, -0.721, 4.847], [4.999, 0.225, 4.702], [5.814, -0.172, 3.453], [6.796, 0.878, 3.276], [7.793, 0.483, 2.350], [-0.922, -1.954, 4.511], [-0.283, -2.463, 2.947], [-1.397, -1.117, 3.103], [2.056, -2.021, 3.355], [1.526, -1.794, 4.993], [2.281, 0.641, 4.898], [3.056, 0.347, 3.343], [3.628, -0.894, 5.833], [5.687, 0.116, 5.551], [4.531, 1.191, 4.565], [5.309, -0.286, 2.471], [6.422, -1.078, 3.609], [8.393, -0.312, 2.783], [8.388, 1.372, 2.080], [7.341, -0.042, 1.473], [-6.598, -1.737, 0.066], [-5.527, -1.296, 0.890], [-5.923, -0.539, 2.004], [-4.654, -0.296, 2.852], [-4.284, -1.410, 3.683], [-5.156, -1.516, 4.871], [-4.590, -2.662, 5.690], [-4.729, -3.846, 4.940], [-4.059, -4.980, 5.388], [-7.167, -0.893, -0.306], [-7.299, -2.359, 0.666], [-6.174, -2.374, -0.722], [-6.638, -1.131, 2.604], [-6.333, 0.417, 1.678], [-4.725, 0.621, 3.449], [-3.885, -0.120, 2.060], [-4.354, -2.232, 3.153], [-6.222, -1.706, 4.582], [-5.083, -0.630, 5.452], [-5.134, -2.665, 6.660], [-3.536, -2.390, 5.813], [-4.454, -5.942, 5.134], [-4.157, -5.009, 6.483], [-2.950, -4.859, 5.156], [-0.493, 8.441, 1.116], [0.122, 7.541, 0.239], [0.897, 6.581, 0.990], [-0.026, 5.545, 1.623], [0.748, 4.609, 2.351], [-0.064, 3.807, 3.271], [-1.033, 2.763, 2.786], [-2.031, 3.364, 1.840], [-2.864, 2.328, 1.498], [-1.214, 8.942, 0.468], [0.198, 9.218, 1.550], [-0.952, 7.986, 1.987], [1.536, 7.046, 1.774], [1.498, 6.028, 0.237], [-0.629, 5.115, 0.846], [-0.652, 6.092, 2.331], [1.139, 3.879, 1.776], [-0.631, 4.372, 4.027], [0.757, 3.326, 3.902], [-1.500, 2.266, 3.704], [-0.481, 1.973, 2.243], [-3.662, 2.769, 0.871], [-3.289, 1.870, 2.386], [-2.298, 1.541, 1.018], [3.804, 1.503, -4.926], [2.670, 0.520, -4.844], [3.191, -0.974, -4.962], [1.776, 0.779, -3.769], [4.372, 1.536, -4.005], [3.390, 2.464, -5.060], [4.517, 1.305, -5.775], [1.977, 0.700, -5.719], [3.652, -1.010, -5.912], [2.271, -1.547, -4.844], [3.943, -1.200, -4.220], [2.140, 0.657, -2.904], [-4.148, 3.403, -4.940], [-3.964, 2.432, -3.862], [-4.798, 2.738, -2.593], [-4.350, 1.146, -4.384], [-3.907, 4.421, -4.609], [-5.188, 3.389, -5.343], [-3.523, 3.068, -5.800], [-2.875, 2.391, -3.600], [-4.194, 3.350, -1.923], [-4.935, 1.778, -2.112], [-5.785, 3.082, -2.739], [-3.649, 0.800, -4.904], [1.296, -3.477, -1.201], [1.484, -3.070, -2.676], [1.539, -4.303, -3.596], [0.351, -2.282, -2.989], [1.234, -2.583, -0.602], [2.136, -4.114, -0.856], [0.348, -4.055, -1.014], [2.501, -2.512, -2.707], [0.708, -4.938, -3.441], [2.423, -4.960, -3.428], [1.667, -3.970, -4.606], [0.237, -1.530, -2.379], [-0.925, -6.991, 4.065], [-0.819, -6.270, 2.753], [-1.023, -7.107, 1.520], [-1.885, -5.275, 2.768], [-0.395, -8.029, 3.998], [-1.956, -7.186, 4.168], [-0.508, -6.468, 4.927], [0.151, -5.752, 2.642], [-1.934, -7.744, 1.535], [-0.126, -7.741, 1.413], [-1.048, -6.439, 0.671], [-1.906, -5.002, 1.860]],
  "lowdin_charge": [-0.120, -0.193, -0.161, -0.184, -0.058, -0.229, -0.251, -0.190, -0.109, 0.078, 0.083, 0.070, 0.081, 0.124, 0.121, 0.132, 0.051, 0.124, 0.104, 0.132, 0.133, 0.076, 0.091, 0.080, -0.090, -0.194, -0.200, -0.149, -0.054, -0.172, -0.155, -0.230, -0.061, 0.060, 0.094, 0.093, 0.127, 0.097, 0.095, 0.110, 0.108, 0.102, 0.123, 0.105, 0.102, 0.092, 0.068, 0.087, -0.100, -0.198, -0.259, -0.210, -0.034, -0.219, -0.243, -0.221, -0.080, 0.086, 0.090, 0.067, 0.141, 0.119, 0.115, 0.133, 0.074, 0.095, 0.124, 0.118, 0.146, 0.070, 0.080, 0.114, -0.124, -0.188, -0.225, -0.207, -0.082, -0.186, -0.195, -0.236, -0.124, 0.090, 0.079, 0.065, 0.132, 0.127, 0.119, 0.095, 0.121, 0.132, 0.091, 0.116, 0.118, 0.075, 0.097, 0.089, -0.090, -0.219, -0.210, -0.213, -0.045, -0.190, -0.232, -0.189, -0.120, 0.082, 0.093, 0.089, 0.115, 0.123, 0.115, 0.102, 0.076, 0.124, 0.108, 0.130, 0.120, 0.077, 0.083, 0.097, -0.141, -0.181, -0.185, -0.236, -0.051, -0.212, -0.164, -0.178, -0.152, 0.091, 0.099, 0.069, 0.133, 0.094, 0.114, 0.113, 0.082, 0.121, 0.131, 0.147, 0.107, 0.109, 0.053, 0.056, -0.060, -0.463, -0.021, -0.065, 0.071, 0.059, 0.103, 0.123, 0.061, 0.058, 0.067, 0.018, -0.079, -0.502, -0.035, -0.048, 0.091, 0.101, 0.071, 0.128, 0.075, 0.066, 0.062, 0.034, -0.059, -0.469, -0.049, -0.095, 0.034, 0.088, 0.089, 0.133, 0.060, 0.096, 0.059, 0.037, -0.061, -0.494, -0.063, -0.071, 0.117, 0.055, 0.079, 0.136, 0.102, 0.090, 0.066, 0.031],
  "de_lowest_kj_mol": 193.4,
  "smiles": "COCCNCCOC.COCCNCCOC.COCCNCCOC.COCCNCCOC.COCCNCCOC.COCCNCCOC.CC(C)O.CC(C)O.CC(C)O.CC(C)O",
  "orbital_gap_ha": 0.333,
  "charge": 0,
  "total_energy_ha": -3434.02404,
  "homo_ev": -8.6
}

=====

(2)
{
  "formula": "C48H123N3O15",
  "method": "the ωB97M-V functional and the def2-TZVPD basis",
  "species": ["C", "C", "C", "C", "C", "C", "N", "O", "C", "C", "C", "H", "H", "H", "H", "H", "H", "H", "H", "H", "H", "H", "H", "H", "H", "H", "H", "H", "H", "H", "C", "C", "C", "C", "C", "C", "N", "O", "C", "C", "C", "H", "H", "H", "H", "H", "H", "H", "H", "H", "H", "H", "H", "H", "H", "H", "H", "H", "H", "H", "C", "C", "C", "C", "C", "C", "N", "O", "C", "C", "C", "H", "H", "H", "H", "H", "H", "H", "H", "H", "H", "H", "H", "H", "H", "H", "H", "H", "H", "H", "O", "H", "H", "O", "H", "H", "O", "H", "H", "O", "H", "H", "O", "H", "H", "C", "C", "C", "O", "H", "H", "H", "H", "H", "H", "H", "H", "C", "C", "C", "O", "H", "H", "H", "H", "H", "H", "H", "H", "C", "C", "C", "O", "H", "H", "H", "H", "H", "H", "H", "H", "C", "C", "C", "O", "H", "H", "H", "H", "H", "H", "H", "H", "C", "C", "C", "O", "H", "H", "H", "H", "H", "H", "H", "H", "C", "C", "C", "O", "H", "H", "H", "H", "H", "H", "H", "H", "C", "C", "C", "O", "H", "H", "H", "H", "H", "H", "H", "H"],
  "coordinates": [[7.896, -24.680, 18.976], [8.424, -23.232, 18.926], [8.067, -22.642, 17.506], [8.132, -21.072, 17.399], [7.293, -20.441, 18.424], [7.525, -20.995, 19.892], [7.588, -22.525, 19.921], [7.791, -22.995, 21.239], [8.794, -20.328, 20.352], [6.230, -20.636, 20.628], [9.920, -23.271, 19.255], [6.807, -24.643, 18.983], [8.284, -25.325, 19.765], [8.046, -25.134, 17.997], [8.663, -23.091, 16.712], [7.085, -23.012, 17.212], [7.935, -20.755, 16.375], [9.156, -20.725, 17.538], [6.274, -20.538, 18.051], [7.401, -19.358, 18.385], [9.457, -20.027, 19.541], [8.362, -19.411, 20.754], [9.375, -20.900, 21.076], [5.923, -19.591, 20.668], [5.375, -21.057, 20.101], [6.133, -21.018, 21.645], [10.510, -23.604, 18.401], [10.211, -23.953, 20.054], [10.375, -22.309, 19.489], [6.994, -23.489, 21.445], [14.790, -19.009, 19.215], [14.595, -20.381, 19.892], [13.694, -21.222, 18.926], [13.727, -22.715, 19.244], [15.150, -23.225, 19.254], [16.088, -22.454, 20.273], [15.903, -21.048, 20.010], [16.934, -20.240, 20.635], [15.687, -22.881, 21.712], [17.588, -22.989, 19.999], [13.951, -20.274, 21.311], [15.280, -18.289, 19.870], [13.841, -18.607, 18.862], [15.518, -19.056, 18.405], [12.636, -20.975, 19.009], [14.037, -21.111, 17.898], [13.156, -23.185, 18.443], [13.154, -22.908, 20.151], [15.531, -23.041, 18.250], [15.169, -24.308, 19.373], [14.619, -23.072, 21.812], [16.283, -23.748, 21.998], [15.954, -22.078, 22.399], [17.782, -24.046, 20.182], [17.779, -22.834, 18.937], [18.349, -22.397, 20.509], [13.484, -21.147, 21.766], [13.232, -19.461, 21.411], [14.597, -19.891, 22.101], [16.573, -19.899, 21.456], [6.653, -22.031, 25.242], [6.649, -21.049, 26.444], [8.102, -20.965, 27.047], [9.034, -20.130, 26.240], [8.502, -18.712, 26.184], [7.094, -18.616, 25.584], [6.207, -19.640, 26.199], [4.868, -19.539, 25.761], [6.524, -17.204, 25.967], [7.149, -18.737, 23.983], [5.764, -21.652, 27.581], [6.613, -23.088, 25.502], [7.406, -21.731, 24.513], [5.680, -21.897, 24.770], [8.129, -20.595, 28.072], [8.507, -21.975, 27.117], [9.231, -20.639, 25.297], [10.029, -20.079, 26.681], [9.243, -18.171, 25.596], [8.492, -18.343, 27.209], [7.146, -16.412, 25.548], [5.497, -16.965, 25.689], [6.529, -17.135, 27.054], [7.289, -19.751, 23.608], [6.264, -18.275, 23.545], [8.010, -18.157, 23.651], [4.739, -21.886, 27.296], [5.742, -20.990, 28.447], [6.270, -22.552, 27.930], [4.789, -19.990, 24.917], [6.058, -24.424, 22.746], [6.950, -24.725, 22.916], [5.523, -25.216, 22.796], [9.085, -28.232, 19.878], [9.486, -27.364, 19.922], [9.457, -28.707, 20.621], [3.454, -20.040, 22.794], [3.228, -19.926, 21.871], [3.283, -20.965, 22.971], [4.392, -24.690, 17.065], [4.790, -25.526, 17.311], [4.196, -24.264, 17.900], [4.353, -23.327, 19.688], [4.199, -24.216, 20.007], [5.243, -23.119, 19.973], [13.031, -25.784, 16.860], [11.505, -25.992, 16.707], [10.838, -25.232, 15.560], [11.329, -27.358, 16.589], [13.287, -24.801, 16.464], [13.686, -26.442, 16.288], [13.230, -25.942, 17.920], [10.838, -25.703, 17.520], [9.860, -25.687, 15.399], [11.443, -25.303, 14.656], [10.732, -24.162, 15.739], [10.489, -27.623, 16.209], [4.980, -21.306, 14.797], [4.471, -19.858, 15.150], [5.638, -18.906, 15.541], [3.979, -19.302, 14.016], [5.654, -21.130, 13.959], [4.166, -21.994, 14.568], [5.425, -21.728, 15.699], [3.717, -19.937, 15.933], [6.575, -19.227, 15.085], [5.757, -18.911, 16.625], [5.506, -17.908, 15.124], [3.101, -19.646, 13.837], [10.161, -22.843, 23.449], [10.447, -23.686, 24.667], [11.264, -22.993, 25.727], [9.218, -24.226, 25.213], [11.070, -22.334, 23.129], [9.410, -22.139, 23.807], [9.745, -23.429, 22.630], [10.988, -24.554, 24.292], [11.386, -23.799, 26.451], [10.970, -22.042, 26.171], [12.215, -22.752, 25.251], [8.767, -24.730, 24.532], [5.821, -24.449, 13.798], [6.129, -25.953, 13.556], [7.591, -26.309, 13.482], [5.553, -26.696, 14.636], [5.988, -24.090, 14.814], [4.765, -24.201, 13.694], [6.226, -23.737, 13.079], [5.613, -26.247, 12.642], [8.112, -25.621, 12.817], [7.730, -27.300, 13.048], [8.192, -26.229, 14.388], [4.615, -26.493, 14.619], [8.308, -16.300, 19.512], [9.097, -16.490, 18.203], [8.143, -16.482, 17.061], [10.150, -15.529, 18.151], [7.490, -17.014, 19.610], [7.806, -15.333, 19.545], [9.000, -16.241, 20.352], [9.576, -17.465, 18.292], [8.650, -16.895, 16.189], [7.652, -15.545, 16.797], [7.381, -17.251, 17.186], [10.443, -15.431, 17.242], [12.438, -25.674, 21.429], [13.012, -26.962, 20.951], [13.842, -27.643, 22.097], [11.947, -27.811, 20.663], [11.896, -25.135, 20.653], [13.236, -24.976, 21.682], [11.747, -25.862, 22.251], [13.632, -26.731, 20.085], [14.083, -28.699, 21.978], [13.522, -27.464, 23.123], [14.831, -27.205, 21.957], [11.492, -28.021, 21.482], [11.774, -20.693, 15.444], [11.515, -20.543, 13.915], [10.074, -20.733, 13.544], [12.036, -19.211, 13.520], [12.811, -20.767, 15.770], [11.235, -21.592, 15.742], [11.298, -19.858, 15.957], [11.885, -21.444, 13.426], [9.385, -20.079, 14.080], [9.743, -21.660, 14.014], [10.005, -20.569, 12.469], [12.956, -19.207, 13.795]],
  "lowdin_charge": [-0.022, -0.455, -0.071, -0.180, -0.162, -0.424, -0.099, -0.037, -0.018, -0.042, -0.018, 0.067, 0.073, 0.084, 0.098, 0.101, 0.095, 0.093, 0.106, 0.102, 0.071, 0.080, 0.077, 0.087, 0.063, 0.073, 0.066, 0.058, 0.066, 0.034, -0.030, -0.460, -0.124, -0.209, -0.128, -0.454, -0.101, -0.007, -0.030, -0.019, -0.024, 0.076, 0.085, 0.089, 0.113, 0.109, 0.092, 0.088, 0.116, 0.112, 0.047, 0.076, 0.075, 0.074, 0.071, 0.069, 0.064, 0.080, 0.071, 0.071, -0.027, -0.450, -0.145, -0.216, -0.140, -0.449, -0.099, -0.009, -0.036, -0.009, -0.037, 0.080, 0.053, 0.067, 0.121, 0.112, 0.088, 0.107, 0.119, 0.121, 0.079, 0.074, 0.078, 0.052, 0.074, 0.071, 0.076, 0.082, 0.077, 0.053, -0.022, 0.039, 0.063, -0.048, 0.001, 0.019, -0.039, 0.035, 0.035, -0.054, 0.028, -0.019, -0.042, 0.044, -0.001, -0.019, -0.501, -0.044, -0.036, 0.070, 0.086, 0.057, 0.110, 0.051, 0.086, 0.056, 0.092, -0.043, -0.500, -0.041, -0.040, 0.084, 0.070, 0.060, 0.133, 0.065, 0.052, 0.083, 0.102, -0.052, -0.484, -0.032, -0.053, 0.082, 0.057, 0.059, 0.116, 0.088, 0.062, 0.083, 0.067, -0.063, -0.461, -0.053, -0.059, 0.056, 0.065, 0.074, 0.130, 0.081, 0.082, 0.051, 0.080, -0.055, -0.501, -0.065, -0.038, 0.067, 0.079, 0.078, 0.122, 0.081, 0.096, 0.052, 0.084, -0.061, -0.483, -0.038, -0.048, 0.059, 0.073, 0.080, 0.128, 0.077, 0.078, 0.069, 0.084, -0.052, -0.450, -0.070, -0.053, 0.064, 0.054, 0.077, 0.126, 0.068, 0.075, 0.092, 0.073],
  "de_lowest_kj_mol": 268.9,
  "orbital_gap_ha": 0.280,
  "charge": 0,
  "total_energy_ha": -3195.22841,
  "homo_ev": -8.0
}